# 1
Below is a cluster of 2 separate species, C3H11NOS in total, with properties calculated with the ωB97M-V functional and the def2-TZVPD basis.

Geometry as XYZ:
```
17
Properties=species:S:1:pos:R:3
C -1.49083 -1.32525 1.50022
C -0.43627 -0.38114 0.68568
N -0.39885 -1.08568 -0.60843
C -0.99831 1.07959 0.66183
S -0.16422 2.18786 -0.50044
H -1.54120 -1.20652 2.61632
H -1.09136 -2.35880 1.40417
H -2.40645 -1.27791 0.93195
H 0.52379 -0.42214 1.03494
H 0.52544 -1.00483 -1.04707
H -1.18770 -0.89719 -1.25063
H -1.99975 0.91786 0.10631
H -1.23287 1.55779 1.67821
H 1.07877 1.63709 -0.51268
O 3.33082 0.59097 -2.02312
H 3.82060 0.46595 -2.94327
H 3.66841 1.52234 -1.73400
```

## Properties
- energy relative to the best compared isomer or geometry (same formula, charge and spin) (kcal per mole) = 30.2
- SMILES = C[C@@H](N)CS.O
- net charge = 0
- total energy (hartree) = -649.0339
- 2S+1 = 1
- orbital gap (eV) = 9.261
- strongest force on any atom (eV Å⁻¹) = 4.63



# 2
Below is an isolated molecule of C4H6INOS, with properties calculated with the ωB97M-V functional and the def2-TZVPD basis.

Geometry as XYZ:
```
14
Properties=species:S:1:pos:R:3
C 0.70203 -0.25954 0.31454
C -0.57140 0.06636 -0.43096
N -0.56342 1.34950 -1.04637
C -1.00072 2.45600 -0.41577
O -0.86852 3.58895 -0.76679
S -1.88075 2.00677 1.10514
C -1.92032 0.26355 0.76350
I -3.75529 -0.46051 -0.11651
H 0.60457 -1.18367 0.87418
H 0.96261 0.54610 0.99863
H 1.51146 -0.38425 -0.40218
H -0.87986 -0.72041 -1.11879
H -0.07540 1.48060 -1.92018
H -1.70500 -0.33302 1.63872
```

## Properties
- energy relative to the best compared isomer or geometry (same formula, charge and spin) (kcal per mole) = 0.0
- SMILES = C[C@@H]1NC(=O)S[C@H]1I
- net charge = 0
- total energy (hartree) = -981.9004
- 2S+1 = 1
- orbital gap (eV) = 9.553
- strongest force on any atom (eV Å⁻¹) = 3.65



# 3
Below is a cluster of 4 separate species, C41H58NO12PS in total, with properties calculated with the ωB97M-V functional and the def2-TZVPD basis.

Geometry as XYZ:
```
114
Properties=species:S:1:pos:R:3
C -4.00650 3.87419 0.62648
C -4.68701 2.51774 0.49316
C -5.56905 2.45118 -0.74276
C -4.77139 2.22727 -2.02897
C -4.41871 0.75381 -2.30191
C -2.92202 0.42623 -2.29681
C -2.60489 -0.86454 -3.05454
C -1.20993 -0.88734 -3.69097
C -0.02968 -0.90706 -2.68236
C 0.83535 0.34792 -2.77203
C 2.07055 0.33891 -1.87072
C 1.89156 0.06437 -0.38092
O 3.12708 -0.64638 -0.02522
S 3.32680 -1.13824 1.45271
O 4.70302 -1.46299 1.58593
O 2.35756 -2.13263 1.76367
C 3.01858 0.32468 2.39508
P 3.29934 -0.01695 4.23298
O 2.36658 1.20138 4.82687
O 2.24389 -1.23549 4.48254
C 1.67493 0.97416 1.97758
C 0.42036 0.17736 2.38420
C -0.43626 0.86920 3.46520
C 1.72727 1.30801 0.47683
C 0.47570 2.12043 0.09697
C 0.74008 3.35325 -0.77617
C 0.96115 4.64033 0.03717
C 2.43277 4.97073 0.28958
N 2.93412 6.00422 -0.66879
C 2.70745 7.31766 -0.16243
C 3.89588 7.98937 0.46472
O 1.61673 7.81987 -0.20766
H -3.52592 3.98536 1.59522
H -4.75938 4.65642 0.54154
H -3.27852 4.03163 -0.16388
H -3.94022 1.72155 0.45311
H -5.27621 2.34306 1.39356
H -6.14689 3.37256 -0.81598
H -6.29195 1.64269 -0.63384
H -3.86547 2.83439 -2.00046
H -5.35729 2.62203 -2.85760
H -4.84719 0.46573 -3.26010
H -4.91058 0.13589 -1.54908
H -2.59982 0.32565 -1.25971
H -2.37709 1.26298 -2.73545
H -2.67640 -1.72154 -2.38153
H -3.35066 -0.99580 -3.83752
H -1.13843 0.00607 -4.31436
H -1.12244 -1.72950 -4.37286
H -0.45813 -1.02657 -1.68992
H 0.59274 -1.75819 -2.94953
H 0.20158 1.22262 -2.64123
H 1.20631 0.39640 -3.78952
H 2.65370 1.25031 -1.99389
H 2.70146 -0.47319 -2.23296
H 1.04541 -0.60028 -0.22165
H 3.82449 1.00287 2.10983
H 2.47964 2.02846 4.34760
H 1.53585 -0.90251 5.05256
H 1.62109 1.93888 2.48598
H 0.70853 -0.79191 2.75928
H -0.19867 -0.01774 1.51273
H -1.45799 0.97380 3.11585
H -0.04686 1.84504 3.73855
H -0.50559 0.25641 4.35871
H 2.62881 1.90806 0.32391
H -0.24962 1.45587 -0.36480
H 0.02905 2.45488 1.02831
H -0.09024 3.49540 -1.46480
H 1.63776 3.20108 -1.37313
H 0.55371 5.47761 -0.52086
H 0.43467 4.59260 0.98747
H 3.08221 4.10685 0.18220
H 2.53791 5.33942 1.31406
H 3.94091 5.88769 -0.70647
H 3.69029 9.03631 0.64105
H 4.12556 7.47069 1.39461
H 4.76600 7.86765 -0.17756
O -0.88744 -4.87013 7.52297
C -1.16311 -4.18874 6.55704
C -2.55851 -3.77990 6.27398
C -2.85947 -3.05713 5.20154
C -1.81289 -2.61350 4.25060
O -2.08656 -1.94816 3.27383
C -0.41064 -3.01658 4.53578
C -0.11061 -3.74950 5.60463
H -3.30824 -4.12108 6.97617
H -3.87385 -2.76206 4.96591
H 0.34211 -2.69230 3.82666
H 0.90251 -4.06114 5.82830
O 0.59750 -9.36993 1.72085
C -0.09881 -8.48086 2.15745
C -0.80748 -7.54043 1.25084
C -1.57218 -6.56426 1.73089
C -1.75033 -6.37741 3.19137
O -2.44603 -5.48494 3.63134
C -1.04227 -7.31271 4.10001
C -0.27664 -8.28860 3.62053
H -0.66142 -7.69859 0.19009
H -2.09624 -5.86455 1.09229
H -1.18500 -7.15267 5.16207
H 0.25043 -8.98388 4.26119
O 4.18738 -1.73851 -9.96568
C 3.53874 -1.53075 -8.96482
C 2.95726 -2.64797 -8.17609
C 2.24325 -2.41816 -7.07806
C 1.99908 -1.03661 -6.59509
O 1.34869 -0.82758 -5.59192
C 2.57872 0.08080 -7.38080
C 3.29308 -0.14785 -8.47879
H 3.14969 -3.64602 -8.54821
H 1.80944 -3.21469 -6.48697
H 2.38561 1.07873 -7.00800
H 3.72683 0.64929 -9.06878
```

## Properties
- energy relative to the best compared isomer or geometry (same formula, charge and spin) (kcal per mole) = 0.0
- SMILES = CCCCCCCCCCC[C@H]1OS(=O)(=O)[C@H](P(O)O)[C@H](CC)[C@@H]1CCCCNC(C)=O.O=C1C=CC(=O)C=C1.O=C1C=CC(=O)C=C1.O=C1C=CC(=O)C=C1
- net charge = 0
- total energy (hartree) = -3294.1859
- 2S+1 = 1
- orbital gap (eV) = 7.329
- strongest force on any atom (eV Å⁻¹) = 0.99



# 4
Below is an isolated molecule of CH3FP2, with properties calculated with the ωB97M-V functional and the def2-TZVPD basis.

Geometry as XYZ:
```
7
Properties=species:S:1:pos:R:3
C -1.42025 0.08684 0.00448
F -2.08514 -0.93927 0.36039
P 2.80795 -0.30570 0.21378
P 0.31625 0.40829 0.28629
H 2.08392 -1.65691 -0.01421
H -2.01279 0.77531 -0.53555
H 0.31006 1.63143 -0.31517
```

## Properties
- energy relative to the best compared isomer or geometry (same formula, charge and spin) (kcal per mole) = 80.7
- net charge = 0
- total energy (hartree) = -822.2962
- 2S+1 = 1
- orbital gap (spin up / spin down) (eV) = 6.292 / 6.479
- strongest force on any atom (eV Å⁻¹) = 4.95



# 5
Below is a structure of composition C33H28Cl2N9O6PdS2, with properties calculated with the ωB97M-V functional and the def2-TZVPD basis.

Geometry as XYZ:
```
81
Properties=species:S:1:pos:R:3
Pd -0.66520 -0.32401 -0.61980
N 0.16397 -3.40332 2.54317
C 0.20339 -2.69747 1.41570
N -0.51112 -1.64070 1.21493
C -1.39966 -1.19879 2.16084
N -2.15042 -0.17689 1.93627
N -2.06192 0.40101 0.72162
C -2.52516 1.57662 0.56397
C -2.54089 2.17755 -0.75979
C -3.11196 3.41335 -1.00734
C -3.11003 3.89390 -2.30872
C -2.56869 3.11052 -3.31132
C -2.02146 1.87551 -2.97238
N -1.99287 1.43625 -1.72252
C -1.46510 -1.89542 3.43534
C -2.28299 -1.48001 4.49113
C -2.27789 -2.17185 5.68002
C -1.47040 -3.30443 5.82887
C -0.66714 -3.73495 4.79678
C -0.65365 -3.01967 3.60240
H 0.74621 -4.21757 2.64450
H 0.87981 -3.01685 0.62992
H -2.91044 2.10832 1.42601
H -3.54967 3.98613 -0.19754
H -3.53146 4.86512 -2.53547
H -2.55925 3.44202 -4.34152
H -1.60135 1.21905 -3.72256
H -2.91298 -0.61266 4.34389
H -2.89718 -1.83763 6.50278
H -1.47172 -3.84852 6.76461
H -0.04461 -4.61729 4.90825
C -2.48904 -4.13994 -2.71173
N -3.48678 -3.10897 -2.40472
C -4.68821 -3.07058 -3.01973
C -5.55800 -2.06157 -2.80740
C -5.11629 -1.02228 -1.94058
N -3.95445 -1.06550 -1.31202
C -3.13406 -2.12195 -1.48694
O -2.04968 -2.27891 -0.89348
N -5.88381 0.06972 -1.74581
H -2.83870 -4.73018 -3.55427
H -2.33038 -4.78451 -1.85022
H -1.55031 -3.65723 -2.96226
H -4.91120 -3.88934 -3.69013
H -6.52327 -2.03818 -3.29049
H -6.80874 0.12885 -2.12819
H -5.56173 0.77489 -1.10657
O 1.48208 -1.64436 -3.84141
S 0.56706 -1.19375 -2.84300
O 0.78551 -1.80459 -1.50124
O -0.83971 -1.15135 -3.21434
S 0.97615 0.79983 -2.36972
Cl 6.41045 1.33039 3.16908
C 5.92136 0.35393 1.81583
C 6.07005 -1.01471 1.88789
C 5.68074 -1.80621 0.81690
C 5.19467 -1.20820 -0.32736
C 5.07182 0.17068 -0.39629
Cl 4.65891 0.86308 -1.92752
C 5.37432 0.99767 0.69019
N 5.24050 2.37716 0.68102
C 4.27953 3.18454 0.00833
C 4.74834 4.16592 -0.86327
C 3.87549 5.01815 -1.51557
C 2.50997 4.89973 -1.29640
C 2.04213 3.95542 -0.39957
C 2.90703 3.09816 0.28404
C 2.33667 2.20796 1.37204
C 1.52314 1.01532 0.83845
O 1.98731 -0.10784 0.82719
O 0.34081 1.37950 0.40553
H 6.48957 -1.45706 2.78210
H 5.79119 -2.88246 0.87178
H 4.92026 -1.78814 -1.19903
H 5.87015 2.87005 1.28719
H 5.81669 4.23085 -1.03604
H 4.26003 5.76652 -2.19814
H 1.81568 5.56417 -1.79912
H 0.97855 3.88420 -0.19308
H 1.64254 2.80497 1.96488
H 3.11754 1.80885 2.01111
```

## Properties
- energy relative to the best compared isomer or geometry (same formula, charge and spin) (kcal per mole) = 42.2
- net charge = +1
- total energy (hartree) = -4062.9640
- 2S+1 = 1
- orbital gap (spin up / spin down) (eV) = 3.930 / 3.923
- strongest force on any atom (eV Å⁻¹) = 3.01